(1)
The ion C4H8NO with charge +1, computed with wB97M-V/def2-TZVPD.

Multiplicity ... 3
E_LUMO (spin up / spin down) ... -2.946 / -7.333 eV
Energy relative to the best compared isomer or geometry (same formula, charge and spin) ... 269.3 kJ/mol
Kohn-Sham gap (spin up / spin down) ... 7.7 / 8.7 eV
Total charge ... +1

Each line ends with the Mulliken charge.
Cartesian coordinates (Å):
C1 -0.87 -1.16 -0.26  -0.5128
O1 -2.13 1.04 -0.07  -0.4414
H1 -0.47 -1.90 0.58  0.2469
C2 1.29 0.06 0.30  0.2018
C3 2.33 0.70 -0.19  -1.0682
H2 3.12 0.56 0.52  0.3237
H3 0.01 0.55 -1.16  0.2682
H4 -1.49 -1.36 -1.14  0.3500
C4 -1.25 0.18 0.39  0.0951
H5 -3.00 0.62 0.03  0.3804
N1 0.00 0.02 -0.35  0.0929
H6 1.34 -0.72 1.06  0.3385
H7 2.18 1.12 -1.20  0.3570
H8 -1.07 0.28 1.49  0.3680

=====

(2)
The ion C4H8NO2 with charge -1, computed with wB97M-V/def2-TZVPD.

E_LUMO ... 4.106 eV
Energy relative to the best compared isomer or geometry (same formula, charge and spin) ... 15.5 kJ/mol
SMILES string ... CC[C@H](N)C(=O)[O-]
Kohn-Sham gap ... 7.9 eV
Total charge ... -1

Each line ends with the Mulliken charge.
Cartesian coordinates (Å):
H1 0.29 0.51 -1.39  0.3409
H2 2.05 -0.48 0.83  0.3210
H3 -0.55 -0.92 1.17  0.3461
H4 1.92 -1.43 -0.62  0.2809
O1 -2.34 1.55 0.00  -0.7417
C1 0.00 -0.87 0.22  -0.7281
C2 1.46 -1.26 0.36  -1.1573
C3 -1.77 0.66 -0.67  0.4200
O2 -2.26 -0.08 -1.55  -0.7535
N1 0.38 1.55 0.37  -0.7528
H5 1.55 -2.14 0.99  0.3533
H6 -0.52 -1.60 -0.42  0.3154
C4 -0.24 0.48 -0.43  0.1903
H7 -0.11 1.60 1.26  0.2839
H8 0.14 2.43 -0.09  0.2815

=====

(3)
The ion C4H8NO2 with charge -1, computed with wB97M-V/def2-TZVPD.

E_LUMO ... 4.060 eV
Energy relative to the best compared isomer or geometry (same formula, charge and spin) ... 79.5 kJ/mol
SMILES string ... NCCCC(=O)[O-]
Kohn-Sham gap ... 7.9 eV
Total charge ... -1

Each line ends with the Mulliken charge.
Cartesian coordinates (Å):
H1 -1.59 -0.17 -2.64  0.3673
C1 -1.03 0.28 -0.65  -0.3628
C2 -0.52 -0.42 0.62  -0.7061
O1 0.93 1.53 0.88  -0.6947
H2 0.16 -1.25 0.35  0.1464
H3 -1.34 -1.63 -1.52  0.3381
H4 -2.10 0.49 -0.48  0.2425
H5 -0.63 1.28 -0.76  0.3721
O2 0.88 -0.01 2.53  -0.7393
H6 0.93 -1.18 -1.61  0.2556
C3 -0.98 -0.67 -1.89  -0.7101
C4 0.58 0.48 1.42  0.5108
N1 0.34 -1.03 -2.41  -0.6017
H7 -1.32 -0.71 1.27  0.3578
H8 0.76 -0.32 -3.00  0.2240

=====

(4)
The ion C4H8NO2 with charge -1, computed with wB97M-V/def2-TZVPD.

E_LUMO ... 3.453 eV
Energy relative to the best compared isomer or geometry (same formula, charge and spin) ... 218.9 kJ/mol
SMILES string ... [O-]/C=N/CCCO
Kohn-Sham gap ... 6.5 eV
Total charge ... -1

Each line ends with the Mulliken charge.
Cartesian coordinates (Å):
H1 1.59 -1.73 -0.87  0.2384
C1 0.19 -0.05 0.36  -0.6997
C2 0.48 0.16 -1.13  -0.2812
O1 -2.06 1.32 2.72  -0.6733
H2 -0.60 -0.01 2.81  0.2940
C3 -1.13 0.68 2.14  -0.1405
H3 0.06 -1.13 0.62  0.3522
H4 1.17 0.02 0.91  0.2742
O2 1.36 -1.53 -2.86  -0.5344
H5 1.04 1.10 -1.06  0.0929
H6 2.52 -0.46 -1.61  0.2449
H7 0.47 -1.28 -3.22  0.2991
H8 -0.43 0.06 -1.72  0.3726
N1 -0.86 0.79 0.86  -0.5548
C4 1.51 -0.88 -1.58  -0.2843

=====

(5)
A cluster of 2 separate species, C4H8NO2 in total, computed with wB97M-V/def2-TZVPD.

E_LUMO ... 3.330 eV
Energy relative to the best compared isomer or geometry (same formula, charge and spin) ... 505.2 kJ/mol
Kohn-Sham gap ... 7.8 eV
Total charge ... -1

Each line ends with the Mulliken charge.
Cartesian coordinates (Å):
O1 -2.02 0.91 0.79  -0.7138
C1 -1.36 1.66 1.61  0.0776
H1 -0.35 -2.11 -1.05  0.3319
O2 -1.56 1.80 2.83  -0.6572
C2 0.76 0.42 -1.19  -1.2427
C3 1.02 -0.67 -0.23  0.7788
H2 -1.14 -1.04 0.22  0.2529
C4 -0.16 -1.64 -0.08  -1.1237
H3 0.07 -2.47 0.65  0.2666
H4 1.39 -0.35 0.76  0.3541
N1 1.97 -0.96 -1.19  -0.6243
H5 -0.62 2.20 1.16  0.3118
H6 1.64 1.15 -1.33  0.3130
H7 -0.08 0.98 -0.74  0.3329
H8 0.45 0.12 -2.22  0.3421

=====

(6)
A cluster of 2 separate species, C4H8NO2 in total, computed with wB97M-V/def2-TZVPD.

E_LUMO (spin up / spin down) ... -4.031 / -4.034 eV
Energy relative to the best compared isomer or geometry (same formula, charge and spin) ... 558.1 kJ/mol
Kohn-Sham gap (spin up / spin down) ... 9.1 / 9.1 eV
Total charge ... +1

Each line ends with the Mulliken charge.
Cartesian coordinates (Å):
C1 -0.05 -0.46 1.83  -0.8070
C2 0.67 0.91 -1.34  0.1004
H1 2.19 2.17 -1.44  0.3737
H2 0.32 1.45 -2.15  0.4034
H3 0.86 -1.68 0.54  0.4134
H4 -1.01 -0.03 1.62  0.3149
H5 -2.58 -0.04 -1.95  0.4126
H6 1.43 -0.05 0.52  0.2774
N1 0.65 -0.61 0.54  0.0856
C3 0.04 -0.03 -0.60  -0.7644
C4 -2.35 -0.61 -1.15  0.2385
H7 0.19 -1.31 2.52  0.3634
O1 -2.74 -1.36 -0.37  -0.1945
H8 0.44 0.34 2.47  0.3182
O2 1.94 1.31 -1.03  -0.5355

=====

(7)
The ion C4H8NO2 with charge +1, computed with wB97M-V/def2-TZVPD.

E_LUMO ... -3.871 eV
Energy relative to the best compared isomer or geometry (same formula, charge and spin) ... 118.8 kJ/mol
SMILES string ... [NH3+]C/C=C\C(=O)O
Kohn-Sham gap ... 11.0 eV
Total charge ... +1

Each line ends with the Mulliken charge.
Cartesian coordinates (Å):
O1 3.08 -0.01 -0.07  -0.4347
N1 -1.39 -1.11 0.13  -0.2538
H1 1.55 1.85 0.41  0.4068
H2 -2.42 0.60 -0.01  0.5044
C1 0.91 1.05 0.18  -0.4883
H3 -0.41 -1.29 -0.11  0.3475
C2 -0.40 1.14 0.06  -0.1555
C3 1.75 -0.22 0.02  0.7221
O2 1.20 -1.26 0.07  -0.6309
C4 -1.51 0.29 -0.33  -0.6446
H4 -0.60 2.30 0.08  0.2594
H5 -1.62 0.36 -1.43  0.3095
H6 3.46 -0.90 -0.17  0.3699
H7 -1.36 -1.15 1.16  0.3583
H8 -2.24 -1.65 0.00  0.3299

=====

(8)
The ion C4H8NO2 with charge +1, computed with wB97M-V/def2-TZVPD.

E_LUMO ... -4.111 eV
Energy relative to the best compared isomer or geometry (same formula, charge and spin) ... 177.1 kJ/mol
Kohn-Sham gap ... 10.4 eV
Total charge ... +1

Each line ends with the Mulliken charge.
Cartesian coordinates (Å):
N1 1.15 -0.79 0.25  -0.5001
H1 -1.89 -1.59 1.54  0.4166
H2 1.25 0.20 -1.72  0.2934
H3 2.35 0.85 -0.38  0.3302
C1 -0.75 1.05 0.16  -0.4928
C2 0.38 1.45 -0.34  -0.2513
H4 1.62 -0.85 1.09  0.2238
O1 -1.65 -1.19 -0.56  -0.4579
H5 0.49 2.55 -0.41  0.4141
O2 -1.31 -0.74 1.56  -0.3838
H6 1.27 -1.74 -0.17  0.2795
H7 -1.49 1.71 0.66  0.3459
C3 -1.11 -0.36 0.36  0.8891
H8 -1.69 -0.92 -1.46  0.3760
C4 1.37 0.36 -0.60  -0.4827

=====

(9)
The ion C4H8NO2 with charge +1, computed with wB97M-V/def2-TZVPD.

E_LUMO (spin up / spin down) ... -6.006 / -6.004 eV
Energy relative to the best compared isomer or geometry (same formula, charge and spin) ... 429.7 kJ/mol
Kohn-Sham gap (spin up / spin down) ... 6.7 / 6.7 eV
Total charge ... +1

Each line ends with the Mulliken charge.
Cartesian coordinates (Å):
O1 2.48 1.30 0.02  -0.6181
O2 2.26 -0.95 0.20  -0.1733
H1 -1.58 -0.08 1.02  0.3449
N1 0.01 1.86 -0.10  -0.2867
C1 1.73 0.38 0.06  0.6665
C2 -0.71 -0.42 0.34  -1.2842
C3 0.38 0.45 0.03  -0.0504
H2 0.04 2.42 0.86  0.4005
H3 0.93 -1.66 -1.26  0.3934
H4 0.83 2.15 -0.64  0.3869
H5 -0.30 -1.29 0.90  0.3523
C4 1.47 -1.82 -0.30  -0.1931
H6 1.60 -2.94 -0.09  0.3168
H7 -1.11 -0.91 -0.55  0.3529
H8 -0.94 2.21 -0.56  0.3916

=====

(10)
A structure of composition C4H8NO2, computed with wB97M-V/def2-TZVPD.

E_LUMO (spin up / spin down) ... -6.476 / -6.474 eV
Energy relative to the best compared isomer or geometry (same formula, charge and spin) ... 609.3 kJ/mol
Kohn-Sham gap (spin up / spin down) ... 5.9 / 5.9 eV
Total charge ... +1

Each line ends with the Mulliken charge.
Cartesian coordinates (Å):
H1 -0.51 -0.34 1.28  0.5426
O1 -1.86 -2.62 -0.47  -0.3043
H2 0.02 1.97 2.71  0.3867
N1 0.16 -3.08 -2.06  -0.6736
O2 0.72 2.22 -0.58  -0.4172
H3 1.04 2.94 1.86  0.4586
C1 -0.75 -2.27 -0.57  0.1421
H4 1.05 3.10 -0.40  0.3618
H5 -0.78 3.12 1.77  0.3437
C2 0.19 1.66 0.48  0.6746
C3 -0.24 0.48 0.76  -0.2543
C4 0.14 2.46 1.83  -1.2271
H6 -0.73 -3.30 -2.60  0.3357
H7 0.86 -2.43 -2.37  0.3045
H8 0.71 -3.89 -1.64  0.3262

=====

(11)
A structure of composition C4H8NO3, computed with wB97M-V/def2-TZVPD.

E_LUMO ... 3.617 eV
Energy relative to the best compared isomer or geometry (same formula, charge and spin) ... 471.4 kJ/mol
Kohn-Sham gap ... 6.6 eV
Total charge ... -1

Each line ends with the Mulliken charge.
Cartesian coordinates (Å):
C1 -0.84 1.13 -0.37  -0.5897
H1 -0.50 -0.22 1.31  0.3022
H2 -2.07 0.02 -0.90  0.5131
H3 -0.42 -2.30 -0.14  0.2349
H4 -0.93 1.86 0.45  0.2575
H5 1.65 0.71 -0.46  0.2626
O1 -1.91 -1.12 -1.02  -0.8634
H6 -0.04 -1.26 -1.60  0.1968
O2 1.79 -0.55 2.35  -0.6143
H7 2.98 0.66 1.18  0.2856
O3 -2.11 0.88 -0.86  -0.6085
H8 -0.12 1.47 -1.15  0.1859
C2 -0.21 -0.16 0.26  0.1591
C3 -0.59 -1.33 -0.62  -0.6057
C4 2.05 0.09 1.34  0.0382
N1 1.26 0.11 0.25  -0.1542

=====

(12)
A cluster of 2 separate species, C4H8NO3 in total, computed with wB97M-V/def2-TZVPD.

E_LUMO ... 3.451 eV
Energy relative to the best compared isomer or geometry (same formula, charge and spin) ... 75.7 kJ/mol
Kohn-Sham gap ... 7.5 eV
Total charge ... -1

Each line ends with the Mulliken charge.
Cartesian coordinates (Å):
H1 1.15 -1.83 0.93  0.2686
H2 -2.01 0.41 0.52  0.1743
H3 2.62 -1.20 0.07  0.2937
H4 -0.36 0.11 0.31  0.0229
O1 2.76 0.82 1.68  -0.7235
H5 1.13 -0.63 -0.37  0.1032
C1 -1.45 -0.12 -1.44  0.8018
H6 -2.75 0.17 -3.01  0.2895
N1 -1.30 0.09 -0.11  -0.1944
O2 0.57 0.55 2.06  -0.7785
H7 -3.42 -0.86 -1.67  0.2438
H8 -3.35 0.95 -1.49  0.3224
C2 1.64 -0.96 0.54  -0.8041
C3 1.67 0.23 1.51  0.6933
O3 -0.52 -0.46 -2.15  -0.6490
C4 -2.90 0.06 -1.93  -1.0641

=====

(13)
The ion C4H8NO3 with charge -1, computed with wB97M-V/def2-TZVPD.

E_LUMO ... 3.915 eV
Energy relative to the best compared isomer or geometry (same formula, charge and spin) ... 458.1 kJ/mol
SMILES string ... O=C[C@@H](CO)NC[O-]
Kohn-Sham gap ... 7.1 eV
Total charge ... -1

Each line ends with the Mulliken charge.
Cartesian coordinates (Å):
H1 0.67 2.20 -0.14  0.3376
H2 -1.80 1.71 1.17  0.3670
O1 -0.94 2.23 1.19  -0.5780
O2 0.67 -2.53 -0.30  -0.7785
H3 -0.46 -1.37 1.11  0.3373
H4 2.15 -1.65 -1.32  0.3353
H5 -0.12 -0.93 -2.00  0.3103
H6 1.73 -0.94 0.31  0.1687
C1 0.22 1.46 0.45  -0.4684
C2 -1.13 -0.59 0.67  0.2804
H7 -1.19 0.96 -1.04  0.1954
N1 0.49 -0.35 -1.28  -0.4456
H8 1.06 1.09 1.13  0.1899
O3 -2.22 -0.17 1.01  -0.6137
C3 1.29 -1.48 -0.62  -0.4968
C4 -0.44 0.35 -0.35  -0.1409

=====

(14)
A cluster of 2 separate species, C4H8NO3 in total, computed with wB97M-V/def2-TZVPD.

E_LUMO ... 3.944 eV
Energy relative to the best compared isomer or geometry (same formula, charge and spin) ... 39.9 kJ/mol
Kohn-Sham gap ... 8.4 eV
Total charge ... -1

Each line ends with the Mulliken charge.
Cartesian coordinates (Å):
O1 -1.27 -3.59 0.06  -0.6764
C1 0.50 -2.25 -0.78  -0.9001
H1 -2.25 -1.55 0.90  0.2083
H2 0.38 -1.57 -1.62  0.2602
N1 -1.26 -1.43 0.72  -0.3684
O2 1.72 1.45 -0.43  -0.7140
C2 -0.75 -2.48 0.02  0.5891
C3 0.56 1.83 -0.13  0.6861
H3 -0.80 -0.53 0.62  0.2929
H4 -0.40 3.76 -0.07  0.2412
C4 0.43 3.24 0.44  -0.8800
O3 -0.52 1.21 -0.30  -0.8118
H5 1.35 3.81 0.32  0.2652
H6 1.32 -1.88 -0.15  0.2969
H7 0.04 3.17 1.46  0.2129
H8 0.96 -3.21 -1.05  0.2979

=====

(15)
An isolated molecule of C4H8NO3, computed with wB97M-V/def2-TZVPD.

Multiplicity ... 2
E_LUMO (spin up / spin down) ... 0.643 / -2.940 eV
Energy relative to the best compared isomer or geometry (same formula, charge and spin) ... 49.4 kJ/mol
Kohn-Sham gap (spin up / spin down) ... 10.7 / 7.7 eV
Total charge ... 0

Each line ends with the Mulliken charge.
Cartesian coordinates (Å):
C1 0.47 -0.77 1.42  -1.3364
H1 0.47 -1.75 -0.47  0.3759
H2 1.20 -1.54 1.62  0.3043
N1 -1.05 1.21 -0.12  -0.4714
H3 -2.13 -1.09 -0.20  0.3501
H4 -0.32 -0.56 2.13  0.3866
C2 -0.29 0.27 -0.82  -0.3229
C3 -0.15 -1.01 0.02  0.2540
O1 1.80 0.29 -1.99  -0.4527
H5 -1.03 2.12 -0.57  0.2971
C4 1.26 0.94 -1.10  0.5805
H6 1.08 0.14 1.37  0.3575
O2 -1.42 -1.63 0.17  -0.5492
H7 -0.70 0.10 -1.81  0.4923
H8 -0.71 1.34 0.82  0.2683
O3 1.52 1.96 -0.48  -0.5340

=====

(16)
A cluster of 3 separate species, C4H8NOS in total, computed with wB97M-V/def2-TZVPD.

E_LUMO ... -0.540 eV
Energy relative to the best compared isomer or geometry (same formula, charge and spin) ... 569.1 kJ/mol
Kohn-Sham gap ... 3.5 eV
Total charge ... -1

Each line ends with the Mulliken charge.
Cartesian coordinates (Å):
S1 2.83 0.80 -3.24  -0.1756
H1 -0.78 -0.93 1.89  0.1870
H2 -1.43 -2.64 1.64  0.2051
C1 0.64 -2.49 1.63  -0.4484
H3 1.10 2.00 -0.38  0.3519
H4 -1.90 1.17 -1.84  0.1878
C2 0.26 1.95 -1.10  -0.4449
C3 -0.83 1.25 -0.24  0.6711
H5 1.50 -1.87 1.85  0.2333
C4 -0.58 -2.00 1.85  -0.3844
H6 0.79 -3.47 1.19  0.2157
H7 0.09 2.95 -1.50  0.3355
O1 -0.62 1.05 0.98  -0.7708
N1 -1.91 0.85 -0.88  -0.7867
H8 0.83 1.38 -1.84  -0.3765

=====

(17)
A cluster of 2 separate species, C4H8NOS in total, computed with wB97M-V/def2-TZVPD.

E_LUMO ... -6.053 eV
Energy relative to the best compared isomer or geometry (same formula, charge and spin) ... 214.1 kJ/mol
Kohn-Sham gap ... 7.5 eV
Total charge ... +1

Each line ends with the Mulliken charge.
Cartesian coordinates (Å):
C1 -1.03 -0.98 -2.65  -0.8128
O1 0.00 0.23 0.21  -0.4692
H1 -0.08 -0.29 -2.46  0.2985
H2 -1.30 -0.61 -3.60  0.3970
H3 -2.81 -2.19 0.41  0.2757
H4 3.34 2.29 2.14  0.2524
S1 -2.26 -0.90 -1.37  0.2968
H5 2.27 1.72 3.37  0.2846
C2 2.23 2.19 2.48  -0.5710
C3 -2.07 -2.20 -0.43  -0.1261
H6 -0.65 -1.89 -2.71  0.3369
H7 -1.25 -2.83 -0.70  0.2925
H8 1.59 3.15 2.66  0.2803
N1 1.39 1.39 1.70  -0.0716
C4 0.64 0.91 0.95  0.3360

=====

In the order shown, the computed largest force on an atom values come out to 0.228, 0.013, 0.052, 0.043, 0.100, 0.130, 0.093, 0.081, 0.068, 0.090, 0.292, 0.032, 0.062, 0.034, 0.049, 0.060, 0.096 Eh/bohr.